[1]
{"formula": "C2Br2Cl2S2", "method": "ωB97M-V with the def2-TZVPD basis set", "spin_multiplicity": 3, "gap_ev": [6.4, 6.4], "mol_weight_g_mol": 318.87, "total_energy_ha": -6940.8539, "symbols": ["Cl", "C", "C", "S", "S", "Br", "Cl", "Br"], "xyz": [[0.127216, -1.194544, 1.808634], [0.488718, 0.502901, 2.042051], [-0.735243, -0.359766, -1.691127], [1.886384, 1.125537, 2.325145], [-0.400272, 1.180604, -1.731040], [-1.167072, 1.548374, 2.138091], [0.372015, -1.636719, -1.375671], [-2.542478, -0.909258, -1.661681]], "atomic_forces_ev_per_a": [[0.12, 0.78, 0.20], [-2.03, -0.58, 0.31], [-1.09, -4.68, 0.10], [1.20, 0.38, -0.04], [0.93, 3.90, -0.03], [0.63, -0.53, -0.21], [0.23, 0.37, -0.35], [0.00, 0.35, 0.01]], "lowdin_charge": [0.513, -1.734, -1.856, 0.673, 0.708, 0.553, 0.511, 0.632]}

[2]
{"formula": "C2Br2F4S", "method": "ωB97M-V with the def2-TZVPD basis set", "spin_multiplicity": 3, "gap_ev": [8.6, 7.1], "mol_weight_g_mol": 291.89, "total_energy_ha": -6021.7605, "symbols": ["F", "F", "Br", "F", "Br", "S", "C", "F", "C"], "xyz": [[-1.448584, -0.369674, -1.573729], [-3.178937, -0.704829, -0.349460], [-1.802171, 1.541684, 0.310749], [2.641405, -0.861552, -0.251149], [1.663910, 1.654213, -0.548057], [-0.929255, -1.399939, 0.763142], [2.170267, 0.168823, 0.408533], [2.775493, 0.343510, 1.555487], [-1.892126, -0.372240, -0.315516]], "atomic_forces_ev_per_a": [[0.07, -0.13, -0.23], [-0.31, -0.13, -0.05], [-0.09, -0.93, 0.11], [0.56, -0.08, -0.30], [0.40, 0.61, -0.49], [-0.04, 0.35, 0.10], [-1.35, -0.74, 0.47], [0.66, 0.24, 0.25], [0.11, 0.83, 0.14]], "lowdin_charge": [-0.024, -0.017, 0.649, 0.040, 0.783, 0.783, -0.915, 0.049, -1.349]}

[3]
{"formula": "C2Br2FO2", "method": "ωB97M-V with the def2-TZVPD basis set", "gap_ev": 7.1, "mol_weight_g_mol": 234.83, "total_charge": -1, "total_energy_ha": -5474.6329, "symbols": ["Br", "F", "C", "Br", "O", "O", "C"], "xyz": [[-1.520045, 1.727168, 0.471153], [0.917007, 0.659934, 1.358370], [0.638860, -0.473044, -1.457494], [-1.168841, -0.988293, 2.084448], [1.556963, 0.233867, -1.352292], [-0.102108, -1.268060, -1.866422], [-0.321837, 0.108428, 0.762237]], "atomic_forces_ev_per_a": [[0.09, 0.11, 0.23], [-1.99, -0.60, -0.17], [0.31, 0.06, 0.29], [-0.27, -0.42, 0.95], [0.36, 0.48, 0.08], [-0.79, -0.59, -0.27], [2.29, 0.95, -1.10]], "lowdin_charge": [0.316, -0.305, -0.551, 0.437, 0.132, 0.130, -1.159]}